1.
A 2-piece molecular cluster, C3H9NO2 overall. Source: the Open Molecules 2025 dataset; level of theory: ωB97M-V/def2-TZVPD.

Largest force on an atom (eV/Å): 3.320
Energy relative to the best compared isomer or geometry (same formula, charge and spin) (kJ/mol): 217.84
Kohn-Sham gap (eV): 10.29
SMILES: CNCC=O.O
LUMO (hartree): 0.024

```
15
C3H9NO2 (ωB97M-V/def2-TZVPD)
C -0.088 -2.150 -2.406
N -0.666 -1.390 -1.286
C 0.494 -0.991 -0.413
C 0.107 0.212 0.417
O -0.168 1.317 0.022
H -0.301 -1.606 -3.341
H 0.953 -2.403 -2.403
H -0.715 -3.040 -2.581
H -1.036 -0.498 -1.593
H 1.383 -0.707 -0.997
H 0.778 -1.820 0.225
H 0.149 0.099 1.515
H 0.471 1.834 3.350
H -0.034 2.882 2.401
O 0.192 2.765 3.333
```

=====

2.
A 2-piece molecular cluster, C3H9NO2 overall. Source: the Open Molecules 2025 dataset; level of theory: ωB97M-V/def2-TZVPD.

Largest force on an atom (eV/Å): 2.671
Energy relative to the best compared isomer or geometry (same formula, charge and spin) (kJ/mol): 122.11
Kohn-Sham gap (eV): 10.54
SMILES: CC(N)=O.CO
LUMO (hartree): 0.029

```
15
C3H9NO2 (ωB97M-V/def2-TZVPD)
C -0.456 -0.364 -2.773
O -1.788 0.050 -3.149
H -2.418 -0.599 -2.818
H 0.160 0.509 -2.617
H -0.428 -1.082 -1.912
H -0.105 -0.836 -3.661
C 1.268 -0.441 2.363
C 0.380 0.152 1.338
O 0.424 -0.116 0.159
N -0.433 1.231 1.710
H -1.008 1.692 0.976
H -0.274 1.682 2.594
H 1.279 0.138 3.289
H 2.265 -0.503 1.932
H 1.136 -1.512 2.568
```

=====

3.
A 2-piece molecular cluster, C3H9NO2 overall. Source: the Open Molecules 2025 dataset; level of theory: ωB97M-V/def2-TZVPD.

Largest force on an atom (eV/Å): 1.352
Energy relative to the best compared isomer or geometry (same formula, charge and spin) (kJ/mol): 268.35
Kohn-Sham gap (eV): 9.92
SMILES: C=CO.NCO
LUMO (hartree): 0.031

```
15
C3H9NO2 (ωB97M-V/def2-TZVPD)
C -2.513 -0.648 -0.942
C -2.068 -0.839 0.299
O -0.941 -1.520 0.636
H -3.576 -0.583 -1.100
H -1.783 -0.913 -1.700
H -2.620 -0.502 1.171
H -0.165 -1.145 0.194
N 1.749 0.938 -0.862
C 1.771 1.011 0.605
O 1.502 -0.228 1.223
H 1.152 0.189 -1.188
H 1.364 1.811 -1.203
H 2.759 1.407 0.873
H 1.070 1.749 0.999
H 2.299 -0.729 0.995
```

=====

4.
C3H9NO2 as an isolated structure. Source: the Open Molecules 2025 dataset; level of theory: ωB97M-V/def2-TZVPD.

Largest force on an atom (eV/Å): 7.238
Energy relative to the best compared isomer or geometry (same formula, charge and spin) (kJ/mol): 239.73
Kohn-Sham gap (eV): 9.91
LUMO (hartree): 0.022

```
15
C3H9NO2 (ωB97M-V/def2-TZVPD)
O 1.226 2.557 0.103
H 0.925 1.775 0.619
H 1.773 3.076 0.735
O 0.821 0.897 1.403
C 0.452 -0.266 1.123
N -0.136 -0.591 0.000
C -0.982 -1.796 -0.038
C -0.296 0.338 -1.078
H 0.774 -1.260 1.519
H -2.057 -1.560 -0.105
H -0.815 -2.424 0.853
H -0.691 -2.370 -0.933
H -0.383 -0.334 -1.948
H 0.585 0.986 -1.220
H -1.196 0.973 -1.033
```